A molecular structure, C37H38N7O3PSW. Source: OMol25; level of theory: ωB97M-V with the def2-TZVPD basis set.

The geometry in XYZ format:
```
88
Properties=species:S:1:pos:R:3
W 0.5182 0.0539 0.6609
C 5.7337 -1.7198 0.8389
O 4.3826 -1.5310 1.3871
C 3.4330 -1.0476 0.6596
O 2.2940 -0.9458 1.1868
N 3.6343 -0.7035 -0.6132
N 2.5260 -0.2183 -1.3184
H 6.3275 -2.0610 1.6767
H 6.1115 -0.7682 0.4680
H 5.6991 -2.4877 0.0676
H 4.5001 -0.8938 -1.0990
H 2.2457 -0.9165 -2.0102
H 2.8087 0.6176 -1.8257
N -0.8432 0.3050 3.6497
P -0.4880 1.4407 2.4867
C -1.1025 3.0057 3.0256
C -2.2518 3.5703 2.4631
C -2.7283 4.7691 2.9670
C -2.0640 5.3865 4.0198
C -0.9187 4.8209 4.5765
C -0.4195 3.6308 4.0784
C 1.3078 1.5765 2.4343
C 1.7858 2.1188 1.2197
C 3.1717 2.2880 1.0451
C 4.0460 1.9000 2.0430
C 3.5614 1.3384 3.2311
C 2.2038 1.1521 3.4190
C -0.6079 -1.0264 3.4081
C -0.9370 -1.9850 4.3661
C -0.6488 -3.2999 4.1206
C -0.0155 -3.6476 2.9196
C 0.2755 -2.6688 2.0226
N -0.0323 -1.3447 2.2277
H -1.3900 0.5612 4.4629
H -2.7801 3.0781 1.6570
H -3.6195 5.2180 2.5495
H -2.4407 6.3212 4.4150
H -0.4121 5.3144 5.3952
H 0.4801 3.2064 4.5067
H 1.1214 2.7249 0.6061
H 3.5458 2.7880 0.1593
H 5.1094 2.0722 1.9273
H 4.2532 1.0649 4.0184
H 1.8363 0.7055 4.3357
H -1.4063 -1.6709 5.2898
H -0.8976 -4.0565 4.8544
H 0.2511 -4.6712 2.6981
H 0.7807 -2.9003 1.1011
N -3.7551 4.3757 -3.4766
C -2.8637 3.3942 -3.6713
O -2.6086 2.8481 -4.7230
C -2.1228 2.8281 -2.4744
C -2.7539 2.3197 -1.3497
C -2.0317 1.5495 -0.4609
N -0.7218 1.2991 -0.6286
C -0.0997 1.8355 -1.7045
C -0.7598 2.5879 -2.6418
H -4.2526 4.7364 -4.2791
H -3.8719 4.8454 -2.5956
H -3.8173 2.4492 -1.1883
H -2.5143 1.0754 0.3824
H 0.9422 1.5876 -1.8319
H -0.2489 2.9387 -3.5293
N -0.2754 -1.4149 -0.5493
S -0.3873 -1.4226 -2.1939
C -2.0409 -1.6365 -2.6962
C -2.7810 -2.7518 -2.3000
C -4.0776 -2.8683 -2.7640
C -4.6011 -1.9017 -3.6254
C -3.8398 -0.8138 -4.0313
C -2.5405 -0.6684 -3.5638
C 0.4402 -2.9204 -2.6641
C 1.3822 -3.5073 -1.8236
C 2.0669 -4.6290 -2.2771
C 1.8160 -5.1336 -3.5460
C 0.8833 -4.5221 -4.3754
C 0.1841 -3.4047 -3.9426
H -0.7364 -2.2238 -0.1404
H -2.3526 -3.5261 -1.6729
H -4.6772 -3.7231 -2.4807
H -5.6092 -2.0174 -4.0027
H -4.2437 -0.0950 -4.7326
H -1.9190 0.1484 -3.9133
H 1.5663 -3.1195 -0.8298
H 2.7885 -5.1181 -1.6357
H 2.3459 -6.0118 -3.8907
H 0.6930 -4.9183 -5.3641
H -0.5455 -2.9350 -4.5910
```

## Properties
**Charge**: +4
**Multiplicity**: 3
**Highest occupied orbital energy (alpha / beta)**: -18.81 / -18.82 eV
**Electronic energy**: -2847.0494 Eh
**Energy above the lowest of the compared OMol25 structures with the same formula, charge and spin**: 126.8 kJ/mol
**HOMO-LUMO gap (alpha / beta)**: 7.26 / 6.30 eV